1.
C6H18O6 | ωB97M-V/def2-TZVPD

Summary:
- largest force on an atom (eV/A) = 2.57
- Kohn-Sham gap (eV) = 10.6
- SMILES = OCCO.OCCO.OCCO
- LUMO (Eh) = 0.0211
- DFT total energy (Eh) = -690.7651

The geometry in ORCA input format:
```
! RIJCOSX wB97M-V def2-TZVPD def2/J DEFGRID3
* xyz 0 1
O -17.34584 -24.20016 15.30152
C -18.57292 -23.49308 15.61113
C -18.55169 -23.21792 17.07266
O -17.73246 -22.09647 17.52323
H -17.47705 -24.73140 14.50840
H -18.54957 -22.55497 15.04102
H -19.37958 -24.13237 15.24582
H -18.25876 -24.07490 17.68320
H -19.51824 -22.86970 17.45476
H -16.85573 -22.31486 17.16685
O -19.51846 -25.06276 20.71883
C -20.61594 -24.24507 21.12434
C -20.33697 -22.74440 21.16078
O -19.91053 -22.36684 22.49326
H -18.83001 -24.92488 21.37745
H -21.49343 -24.46218 20.50926
H -20.97207 -24.67977 22.06633
H -21.31715 -22.25910 21.11211
H -19.69097 -22.41915 20.34938
H -19.19228 -21.73361 22.38885
O -18.40800 -28.12493 12.97318
C -17.29249 -28.21373 12.08418
C -16.57227 -26.86247 12.00893
O -16.60895 -26.20025 13.27065
H -18.13797 -27.41302 13.58004
H -16.60195 -28.98015 12.45868
H -17.63487 -28.55172 11.10632
H -17.02828 -26.19414 11.28178
H -15.51813 -26.94717 11.73746
H -15.91654 -26.45303 13.88773
*
```

Per-atom Löwdin charges, elementary charge units: O -0.095; C -0.219; C -0.239; O -0.088; H 0.040; H 0.123; H 0.123; H 0.120; H 0.117; H 0.079; O -0.076; C -0.250; C -0.213; O -0.082; H 0.083; H 0.114; H 0.119; H 0.112; H 0.117; H 0.078; O -0.073; C -0.232; C -0.207; O -0.096; H 0.066; H 0.112; H 0.117; H 0.122; H 0.120; H 0.110



2.
C6H18O7P4Pd | ωB97M-V/def2-TZVPD

Summary:
- largest force on an atom (eV/A) = 0.15
- Kohn-Sham gap (spin up / spin down) (eV) = 7.8 / 8.0
- LUMO (spin up / spin down) (Eh) = 0.0117 / -0.0541
- DFT total energy (Eh) = -2259.7000

The geometry in ORCA input format:
```
! RIJCOSX wB97M-V def2-TZVPD def2/J DEFGRID3
* xyz 0 3
Pd 0.83539 0.24121 0.39620
C 3.00648 2.96353 -0.94217
P 1.48726 1.97998 -1.11202
C 1.50259 1.41227 -2.82812
C 0.13159 3.21705 -1.00569
C -1.20187 2.53779 -0.66701
P -1.07635 1.55596 0.87730
C -2.62000 0.61228 0.93823
C -1.23200 2.79174 2.20662
H 3.04808 3.75730 -1.68982
H 3.86129 2.30069 -1.07607
H 3.06287 3.40011 0.05458
H 1.73400 2.23614 -3.50567
H 0.53988 0.96794 -3.07409
H 2.23893 0.61523 -2.93177
H 0.05923 3.77796 -1.94016
H 0.40699 3.93063 -0.22313
H -1.46551 1.81661 -1.44455
H -2.01002 3.26906 -0.59017
H -3.49121 1.26242 0.84388
H -2.66783 0.06896 1.88173
H -2.59528 -0.11236 0.12452
H -2.16080 3.35560 2.10567
H -0.38817 3.48121 2.18155
H -1.22452 2.28368 3.17061
O 2.28516 -3.65657 0.73896
P 1.52829 -2.32430 0.32766
O 2.46781 -1.24205 -0.16596
O 0.64608 -1.85393 1.44602
O 0.63953 -2.81514 -0.92502
P -0.10977 -1.79725 -1.94989
O -1.52319 -2.53032 -2.13644
O 0.61693 -1.68085 -3.22331
O -0.44222 -0.53035 -1.15933
H 2.91228 -3.94042 0.06394
H -1.54151 -2.96656 -2.99547
*
```

Per-atom Löwdin charges, elementary charge units: Pd 0.701; C -0.255; P 0.808; C -0.243; C -0.394; C -0.400; P 0.788; C -0.240; C -0.255; H 0.050; H 0.050; H 0.041; H 0.052; H 0.033; H 0.056; H 0.090; H 0.074; H 0.076; H 0.089; H 0.052; H 0.054; H 0.039; H 0.049; H 0.037; H 0.046; O -0.092; P 0.129; O -0.377; O -0.345; O -0.256; P 0.202; O -0.114; O -0.280; O -0.432; H 0.088; H 0.077



3.
C6H18O7PRb | ωB97M-V/def2-TZVPD

Summary:
- largest force on an atom (eV/A) = 2.83
- Kohn-Sham gap (spin up / spin down) (eV) = 7.1 / 6.3
- LUMO (spin up / spin down) (Eh) = 0.0719 / 0.0556
- DFT total energy (Eh) = -1131.6571

The geometry in ORCA input format:
```
! RIJCOSX wB97M-V def2-TZVPD def2/J DEFGRID3
* xyz -1 2
Rb 0.16252 -0.85792 0.08799
P -2.29768 0.95038 0.37500
O -2.41020 -0.24757 -0.69285
O -0.99164 1.77465 0.07551
O -2.00490 0.28635 1.77653
O -3.51766 1.92359 0.49075
C -2.09901 -0.48618 -4.61101
C -1.17001 -0.80028 -3.45900
O -0.80368 0.37552 -2.81147
H -1.93461 -1.27306 -5.34715
H -1.91366 0.49566 -5.04659
H -3.13433 -0.52868 -4.27276
H -0.39690 -1.52510 -3.71402
H -1.75448 -1.41473 -2.77420
H -1.30375 0.34132 -1.99271
C 0.85522 -1.60152 5.00541
C -0.45021 -1.22098 4.37513
O -0.16815 -1.19899 3.01783
H 0.83577 -1.59241 6.09519
H 1.70009 -0.96448 4.74375
H 1.16441 -2.61415 4.74638
H -0.88840 -0.31900 4.80235
H -1.21376 -1.95450 4.63407
H -0.93959 -0.81400 2.59562
C 3.69873 1.10469 -0.91669
C 2.32348 1.74052 -1.18999
O 1.64507 1.76993 0.06528
H 4.34672 0.99975 -1.78686
H 3.51731 0.10692 -0.51714
H 4.26444 1.69099 -0.19259
H 1.75464 1.16288 -1.91859
H 2.40840 2.77805 -1.51315
H 0.71595 1.91220 -0.12991
*
```

Per-atom Löwdin charges, elementary charge units: Rb 1.063; P 0.025; O -0.548; O -0.375; O -0.367; O -0.234; C -0.083; C -0.376; O -0.109; H 0.059; H 0.073; H 0.074; H 0.098; H 0.093; H -0.025; C -0.102; C -0.347; O -0.159; H 0.065; H 0.074; H 0.068; H 0.119; H 0.109; H -0.023; C -0.083; C -0.311; O -0.161; H 0.064; H 0.060; H 0.070; H 0.096; H 0.109; H -0.016



4.
C6H19BrCoN5O3 | ωB97M-V/def2-TZVPD

Summary:
- largest force on an atom (eV/A) = 9.44
- Kohn-Sham gap (spin up / spin down) (eV) = 4.3 / 3.5
- LUMO (spin up / spin down) (Eh) = -0.2427 / -0.2702
- DFT total energy (Eh) = -4695.8389

The geometry in ORCA input format:
```
! RIJCOSX wB97M-V def2-TZVPD def2/J DEFGRID3
* xyz 1 4
Co 7.95731 -16.40491 -2.94997
Br 6.93350 -19.08945 -6.14655
C 12.05967 -15.18262 1.44562
C 11.72977 -15.77336 0.04197
C 11.75715 -17.33990 -0.06490
O 11.35930 -17.76379 -1.33412
C 11.64144 -19.08229 -1.68018
N 10.33151 -15.39076 -0.30293
H 13.00018 -15.69866 1.63859
H 11.19335 -15.38917 2.07405
H 12.26603 -14.13140 1.24448
H 12.44710 -15.37382 -0.67490
H 11.27953 -17.89713 0.74100
H 12.82497 -17.54884 0.00000
H 11.43961 -19.74992 -0.84255
H 12.73028 -19.04068 -1.70847
H 11.11911 -19.50310 -2.53936
H 9.72761 -15.34096 0.50511
H 10.56325 -14.40802 -0.32770
C 4.77680 -24.41881 -10.19937
O 4.56723 -25.50143 -10.66673
N 3.86022 -23.47056 -10.24796
N 5.85161 -24.12169 -9.66278
H 2.94886 -23.64174 -10.64824
H 4.21011 -22.55272 -10.01291
H 6.67483 -24.70681 -9.65586
H 5.98077 -23.19850 -9.27403
C 3.76118 -16.38692 -13.09079
O 3.54966 -15.37516 -12.47688
N 3.37353 -16.55090 -14.28273
N 4.41466 -17.43348 -12.67262
H 3.58762 -17.40841 -14.77154
H 2.83579 -15.79867 -14.68906
H 4.71636 -18.18939 -13.27070
H 4.72659 -17.32442 -11.71821
*
```

Per-atom Löwdin charges, elementary charge units: Co 0.905; Br 0.024; C -0.037; C -0.391; C -0.215; O -0.229; C -0.108; N 0.017; H 0.084; H 0.084; H 0.083; H 0.141; H 0.133; H 0.119; H 0.086; H 0.094; H 0.090; H 0.060; H 0.060; C -0.860; O 0.052; N 0.161; N 0.178; H 0.122; H 0.095; H 0.139; H 0.113; C -0.848; O 0.048; N 0.168; N 0.155; H 0.118; H 0.134; H 0.111; H 0.115